No. 1
24
Properties=species:S:1:pos:R:3:forces:R:3 method="wB97M-V/def2-TZVPD" orbital_gap_ev=10.4 smiles=CC[Si@@](C)(Cl)O[Si](C)(C)Cl e_above_lowest_ev=1.1885 total_energy_ha=-1773.68756
C 1.63742 1.99840 1.11151 -0.66 3.01 -2.28
C -1.80710 -0.08866 2.01060 2.44 -3.59 -0.92
C -2.65872 -2.17840 -0.37017 -0.75 0.24 0.42
C 1.87722 -1.05639 -2.27552 0.90 -0.70 -0.48
C 1.46808 1.71479 -0.45594 -1.84 -1.09 2.29
O -0.04079 -0.99197 0.00522 3.33 1.20 -1.33
Si -1.61082 -0.69495 0.19607 0.49 0.10 1.25
Si 1.69007 -0.14493 -0.62842 -4.97 -1.73 -0.03
Cl -2.01175 1.09744 -0.77796 -0.50 0.16 -0.65
Cl 2.97672 -0.88041 0.73612 0.45 -0.08 0.16
H 1.33451 3.09749 1.18902 0.49 -1.35 0.33
H 0.93037 1.44637 1.67692 -0.50 -0.70 0.51
H 2.63149 1.90982 1.48181 0.67 -0.30 0.24
H -1.44168 0.87078 2.07273 0.98 2.26 0.03
H -2.74062 -0.09512 2.39926 -3.25 0.02 1.02
H -1.20427 -0.74088 2.71725 -0.44 0.62 -0.91
H -2.23890 -2.66788 -1.26331 0.46 -0.11 0.69
H -2.69585 -2.89149 0.57845 -0.41 1.29 -2.28
H -3.64811 -1.82376 -0.83929 0.96 -0.59 1.56
H 1.07255 -0.83000 -3.02332 0.78 0.28 0.71
H 2.94261 -0.82445 -2.73569 -2.18 -0.77 0.80
H 1.70282 -2.18566 -2.06680 0.79 1.85 -0.20
H 2.21386 2.08863 -1.07626 1.61 1.32 -0.79
H 0.48640 2.22199 -0.72158 1.16 -1.34 -0.13

No. 2
22
Properties=species:S:1:pos:R:3:forces:R:3 method="wB97M-V/def2-TZVPD" orbital_gap_ev=8.6 total_energy_ha=-789.02131
C -1.66130 0.53580 0.82913 0.21 2.52 0.10
N -0.62506 0.01725 -0.08954 0.90 -0.36 0.65
C -1.12280 -1.11265 -0.90389 -2.68 -0.03 -0.73
C -0.03397 1.12061 -0.99282 -0.68 -0.82 0.80
C 0.50745 -0.48356 0.80377 -1.04 -0.27 0.21
C 1.70401 -0.89583 0.03652 0.43 -1.95 -0.21
O 2.56284 0.10748 -0.40674 -0.79 0.72 1.79
H -2.05353 -0.25612 1.45701 0.25 -0.07 0.22
H -2.50102 0.93864 0.21758 0.60 -0.19 0.43
H -1.13424 1.41664 1.41357 -1.21 -1.81 -0.97
H -1.43433 -2.01553 -0.34473 0.46 0.70 0.37
H -0.38082 -1.41963 -1.61360 0.12 0.06 -0.43
H -2.09302 -0.81020 -1.44187 1.63 -0.09 0.56
H 0.45733 0.53291 -1.75806 -0.24 0.62 -0.67
H 0.72334 1.65250 -0.37188 -0.86 -0.12 -0.71
H -0.88643 1.76860 -1.21323 0.37 -0.15 -0.69
H 0.14964 -1.39067 1.24420 -0.58 -0.64 0.36
H 0.64092 0.23370 1.59551 0.29 0.35 -0.03
H 1.23177 -1.48041 -0.79780 1.35 0.21 0.29
H 2.21174 -1.64403 0.72544 -0.20 0.64 -0.88
H 2.37016 0.78578 0.34114 1.06 -0.06 -1.54
Cl 1.36732 2.39873 1.27030 0.62 0.77 1.09

No. 3
20
Properties=species:S:1:pos:R:3:forces:R:3 method="wB97M-V/def2-TZVPD" orbital_gap_ev=9.8 e_above_lowest_ev=0.9074 total_energy_ha=-253.38491 total_charge=+1
C -1.40097 1.43179 1.91846 0.24 -0.40 -0.07
N -0.94258 1.34175 0.49024 0.27 0.12 0.39
H -1.00770 2.33425 2.37389 -0.22 0.17 -0.14
H -2.48360 1.37206 1.91440 -0.01 0.19 0.19
H -0.97685 0.58394 2.45088 -0.11 -0.08 -0.05
H 0.07396 1.26993 0.43270 0.18 0.15 0.02
H -1.23760 2.15986 -0.05049 -0.09 -0.33 -0.08
H -1.23445 0.45777 0.05853 -0.31 0.26 -0.18
C -1.05002 -1.16260 -1.52205 1.03 -0.46 0.80
C 0.29194 -1.33212 -0.79825 -0.41 0.71 -0.75
C 1.28738 -0.43873 -0.82204 -0.35 -0.75 0.36
C 2.56756 -0.63842 -0.05445 -0.05 0.22 -0.65
H -1.12257 -0.24547 -2.10334 0.06 0.00 -0.12
H -1.17359 -2.03433 -2.16088 -0.32 0.13 -0.19
H -1.84514 -1.20543 -0.76853 -0.27 -0.08 -0.20
H 0.41234 -2.28571 -0.29841 0.08 0.04 0.23
H 1.14199 0.45026 -1.43378 0.21 0.12 0.01
H 2.54840 -1.61015 0.43154 0.03 0.10 0.27
H 3.43718 -0.62507 -0.71484 -0.05 0.05 -0.04
H 2.71432 0.17644 0.65645 0.08 -0.16 0.20

No. 4
21
Properties=species:S:1:pos:R:3:forces:R:3 method="wB97M-V/def2-TZVPD" orbital_gap_ev="2.3 / 8.5" e_above_lowest_ev=5.1882 s2=0.75 total_energy_ha=-308.17237 total_charge=-1 multiplicity=2
N 3.05584 0.24896 0.54829 1.90 1.36 -1.06
C 1.78444 -0.35956 0.24293 -1.37 -1.81 -0.37
C 1.58447 -0.42784 -1.30243 -0.05 -0.15 -0.07
C 0.51635 0.29883 0.83119 0.30 1.04 -1.75
N -0.62967 -0.53908 0.39836 -1.39 1.54 0.57
C -2.09511 0.51180 0.49277 0.08 0.59 -4.41
C -3.01420 -0.17732 -0.56680 -0.81 3.12 2.07
H 3.48933 0.29475 1.49345 -0.90 -0.13 -1.50
H 3.61526 0.67424 -0.27898 -1.50 -1.11 2.50
H 1.73192 -1.43187 0.57513 0.42 0.70 0.02
H 0.68284 0.05148 -1.73253 0.58 0.57 0.78
H 2.51537 -0.04212 -1.73453 -0.33 -0.21 -0.51
H 1.37129 -1.44657 -1.63458 0.65 -0.16 0.11
H 0.62990 1.33328 0.27005 -0.92 -1.31 1.52
H 0.58893 0.35404 1.90343 0.14 0.60 0.60
H -1.67951 1.48532 0.28741 -0.09 0.15 -0.24
H -1.55089 -0.41855 1.07511 3.09 -2.54 1.20
H -2.61333 0.51712 1.41571 -0.69 0.15 1.67
H -2.70432 -1.13212 -0.76115 0.95 -2.35 -0.70
H -3.29647 0.39727 -1.42170 0.74 0.46 -0.90
H -3.98244 -0.19207 -0.10113 -0.80 -0.50 0.47